Molecular formula: C3H10O4
Method: DFT, ωB97M-V with the def2-TZVPD basis set

The geometry in ORCA input format:
```
! wB97M-V def2-TZVPD RIJCOSX def2/J DEFGRID3
* xyz 0 1
H 1.768 -2.735 -0.269
H -0.778 -0.725 1.687
H -0.537 2.769 -0.752
H 1.311 1.699 0.871
H 1.411 0.534 -0.388
C 0.681 1.252 0.060
C -0.579 0.574 0.343
O 2.552 -2.558 0.189
C 0.298 2.209 -1.097
H -0.020 1.733 -2.020
H 2.961 -1.940 -0.527
O -0.322 -0.040 1.538
O -2.528 -2.034 1.009
H -2.352 -2.494 0.140
O -1.717 0.482 -0.065
H 1.162 2.749 -1.408
H -3.309 -1.476 0.689
*
```

## Properties
Energy above the lowest of the compared OMol25 structures with the same formula, charge and spin = 186.1 kJ/mol
E_LUMO = 0.0122 Eh
E_HOMO = -10.512 eV
DFT total energy = -11461.8214 eV
HOMO-LUMO gap = 10.843 eV
SMILES = CCC(=O)O.O.O

Here are the Löwdin charges for atoms 1 to 8, given in e: atom 1 (H): -0.02, atom 2 (H): -0.04, atom 3 (H): 0.07, atom 4 (H): 0.15, atom 5 (H): 0.13, atom 6 (C): -0.14, atom 7 (C): -0.50, atom 8 (O): -0.07